Entry from the Open Molecules 2025 dataset: a gas-phase ion, C21H37ClN2O4P (charge +1) at a distorted geometry (the ωB97M-V functional and the def2-TZVPD basis).

## Properties
SMILES	CCCCCCc1c(CCCCOC)n[n+](CCCCOC(C)=O)c(Cl)c1[PH2]=O
E_tot	-2033.86723	Ha
net charge	+1
orbital gap	7.08	eV
largest force on an atom	0.1102	Eh/bohr

Last column: Mulliken charge in e.
Geometry (Å):
C: 5.153 -2.860 0.911  -1.05
C: 5.955 -1.467 0.716  -0.46
C: 5.843 -0.858 -0.765  -0.62
C: 4.907 0.480 -0.843  -0.23
C: 3.627 0.075 -1.718  -0.79
C: 2.623 1.288 -2.060  -0.46
C: 1.135 0.748 -1.880  0.25
C: 0.532 0.562 -0.492  0.23
C: 1.484 1.000 0.744  -0.51
C: 1.611 2.613 0.839  -0.65
C: 1.250 3.222 2.281  -0.58
C: -0.045 4.190 2.055  -0.56
O: -1.213 3.320 2.177  -0.29
C: -1.551 3.351 3.594  -0.72
N: -0.711 0.075 -0.092  -0.56
N: -1.421 -0.257 -1.163  0.61
C: -2.786 -0.854 -0.818  -1.13
C: -2.948 -1.136 0.765  -0.38
C: -4.219 -2.156 0.890  -0.29
C: -5.611 -1.408 1.163  -0.56
O: -6.431 -2.310 1.978  -0.37
C: -7.259 -3.147 1.184  0.66
C: -6.912 -3.717 -0.265  -0.75
O: -8.357 -3.510 1.689  -0.54
C: -1.126 -0.148 -2.516  0.79
Cl: -2.378 -0.659 -3.743  -0.09
C: 0.201 0.378 -3.056  -0.32
P: 0.670 0.565 -4.869  0.38
O: 0.766 -0.794 -5.598  -0.59
H: 4.104 -2.776 0.470  0.21
H: 5.682 -3.722 0.380  0.31
H: 5.033 -3.151 2.013  0.33
H: 7.060 -1.723 0.937  0.29
H: 5.622 -0.747 1.535  0.32
H: 5.441 -1.687 -1.450  0.36
H: 6.902 -0.536 -1.072  0.29
H: 5.490 1.318 -1.355  0.39
H: 4.592 0.710 0.228  0.08
H: 3.883 -0.460 -2.690  0.55
H: 3.019 -0.684 -1.089  0.11
H: 2.845 2.268 -1.527  0.23
H: 2.755 1.507 -3.187  0.30
H: 1.022 0.669 1.751  0.48
H: 2.508 0.490 0.702  -0.01
H: 2.730 2.843 0.652  0.25
H: 1.062 3.129 -0.036  0.44
H: 2.107 3.951 2.547  0.32
H: 1.083 2.450 3.100  0.37
H: -0.031 4.677 1.010  0.33
H: -0.046 5.057 2.810  0.33
H: -2.241 2.452 3.780  0.21
H: -0.656 3.221 4.290  0.33
H: -2.084 4.322 3.862  0.27
H: -2.799 -1.896 -1.313  0.45
H: -3.644 -0.186 -1.158  0.31
H: -2.061 -1.733 1.200  0.30
H: -3.192 -0.201 1.371  0.25
H: -4.351 -2.736 -0.103  0.09
H: -4.028 -2.976 1.678  0.36
H: -6.180 -1.133 0.196  0.31
H: -5.479 -0.460 1.796  0.34
H: -7.814 -4.263 -0.728  0.28
H: -6.641 -2.868 -0.979  0.24
H: -5.992 -4.411 -0.191  0.24
H: -0.374 1.376 -5.468  0.13
H: 1.889 1.325 -5.068  0.16

Atoms 1-6, force components in eV/Å:
C -0.128 0.278 -0.133
C 0.446 -1.217 0.426
C 0.352 0.553 0.728
C -0.025 -1.700 -0.831
C -0.656 -0.072 0.979
C -0.587 -0.692 -1.370


Entry from the Open Molecules 2025 dataset: a single C8H6N2O molecule at a distorted geometry (the ωB97M-V functional and the def2-TZVPD basis).

## Properties
relative energy (zero: lowest compared OMol25 entry of this formula, charge and spin)	413.0	kJ/mol
SMILES	O=c1cn[nH]c2ccccc12
E_tot	-493.06662	Ha
orbital gap	9.01	eV
largest force on an atom	0.1316	Eh/bohr

Last column: Mulliken charge in e.
Geometry (Å):
C: -1.318 -0.072 1.139  0.49
C: -0.627 0.727 2.194  -0.41
C: 0.724 0.080 -0.032  0.72
C: 1.584 0.125 -1.152  -0.49
C: 1.190 -0.216 -2.395  -0.22
C: -0.066 -0.589 -2.589  -0.59
C: -0.901 -0.622 -1.528  -0.51
C: -0.525 -0.400 -0.112  0.04
H: -1.099 0.847 3.103  0.46
H: 2.305 1.057 1.138  0.43
H: 2.550 0.567 -0.815  0.17
H: 1.952 0.138 -3.246  0.21
H: -0.253 -0.924 -3.550  0.46
H: -1.877 -0.907 -1.643  0.49
N: 0.680 0.984 2.123  -0.53
N: 1.521 0.247 1.181  -0.21
O: -2.420 -0.448 1.091  -0.50

Atoms 1-6, force components in eV/Å:
C 2.959 -0.634 -2.628
C 4.285 -1.203 -2.803
C 5.465 -1.197 -0.690
C 1.051 1.194 2.072
C 5.791 3.184 -1.461
C -1.550 -0.815 0.514


Entry from the Open Molecules 2025 dataset: a molecular structure, C35H37BrP2Sn at a distorted geometry (the ωB97M-V functional and the def2-TZVPD basis).

## Properties
E_tot	-4826.15947	Ha
net charge	+2
orbital gap (spin up / spin down)	4.36 / 3.99	eV
largest force on an atom	0.0556	Eh/bohr

Last column: Mulliken charge in e.
Geometry (Å):
Sn: -4.269 4.968 0.524  0.89
C: -2.929 4.820 5.173  -0.80
C: -1.940 4.244 4.476  -0.22
C: -1.450 2.870 4.673  -0.94
C: -2.106 1.740 3.807  0.15
C: -3.591 1.742 3.678  -0.42
C: -4.438 2.182 4.637  -0.55
C: -4.037 2.622 5.987  -0.77
C: -3.767 4.119 6.183  -0.72
C: -5.709 3.125 0.744  -1.39
H: -3.193 5.869 5.002  0.62
H: -1.477 4.795 3.656  0.49
H: -1.443 2.539 5.724  0.44
H: -0.402 2.857 4.331  0.45
H: -1.714 1.834 2.778  -0.38
H: -1.690 0.768 4.190  0.31
H: -3.978 1.496 2.670  0.42
H: -5.492 2.275 4.379  0.65
H: -3.199 2.049 6.416  0.40
H: -4.922 2.449 6.624  0.37
H: -4.719 4.663 6.191  0.38
H: -3.362 4.217 7.215  0.29
H: -6.666 3.593 0.557  0.52
H: -5.938 2.430 1.545  0.36
H: -5.563 2.499 -0.174  0.44
P: 2.710 -0.009 -2.660  0.15
P: 0.478 -2.607 -2.812  0.22
C: 2.847 -1.553 -1.713  -0.55
C: 1.926 -2.563 -1.745  -0.31
C: 4.463 0.298 -3.096  0.43
C: 5.576 -0.195 -2.390  0.10
C: 6.881 0.126 -2.786  -0.74
C: 7.097 0.959 -3.895  -0.44
C: 5.996 1.451 -4.621  -0.61
C: 4.697 1.107 -4.235  -0.29
C: 2.418 1.172 -1.260  0.61
C: 1.177 1.085 -0.604  -0.71
C: 0.916 1.915 0.486  -0.21
C: 1.887 2.809 0.941  -0.43
C: 3.112 2.895 0.280  -0.63
C: 3.382 2.087 -0.823  -0.40
C: 0.779 -4.284 -3.613  0.49
C: 1.859 -4.393 -4.518  -0.36
C: 2.205 -5.632 -5.066  -0.65
C: 1.486 -6.782 -4.718  -0.44
C: 0.409 -6.682 -3.838  -0.62
C: 0.046 -5.441 -3.294  -0.17
C: -0.827 -3.011 -1.584  0.43
C: -2.151 -2.739 -1.980  -0.41
C: -3.214 -3.077 -1.145  -0.61
C: -2.976 -3.682 0.094  -0.55
C: -1.662 -3.946 0.488  -0.70
C: -0.589 -3.605 -0.340  0.04
H: 3.782 -1.644 -1.147  0.39
H: 2.122 -3.513 -1.228  0.69
H: 5.462 -0.827 -1.510  0.16
H: 7.731 -0.268 -2.214  0.39
H: 8.115 1.234 -4.187  0.39
H: 6.156 2.107 -5.485  0.40
H: 3.845 1.481 -4.815  0.35
H: 0.437 0.355 -0.943  0.31
H: -0.047 1.863 0.985  0.35
H: 1.691 3.438 1.809  0.40
H: 3.872 3.588 0.618  0.40
H: 4.345 2.140 -1.337  0.33
H: 2.461 -3.508 -4.760  0.34
H: 3.043 -5.708 -5.757  0.39
H: 1.770 -7.751 -5.128  0.39
H: -0.154 -7.569 -3.551  0.39
H: -0.783 -5.392 -2.580  0.29
H: -2.336 -2.291 -2.960  0.39
H: -4.233 -2.868 -1.466  0.43
H: -3.814 -3.943 0.744  0.43
H: -1.468 -4.423 1.446  0.43
H: 0.424 -3.840 -0.017  0.30
Br: -5.355 4.870 2.945  0.04

Atoms 1-6, force components in eV/Å:
Sn -1.000 -0.839 1.342
C 0.641 -0.105 -0.454
C -1.019 0.884 -0.197
C 0.921 -1.586 -0.217
C 0.947 -0.271 -0.032
C -0.961 0.698 0.375